Entry 1:
Density functional theory data (ωB97M-V with the def2-TZVPD basis set) for a molecular structure, C43H52N3O4P2PdSbSe2Si3 in a non-equilibrium geometry.

The HOMO energy is -7.58 eV. The calculation puts the HOMO-LUMO gap at 7.55 eV. The charge is 0. The maximum force comes out at 1.5 eV/A. The total energy comes out at -241019.9818 eV.

Geometry (Å):
Pd -0.263 -0.455 -1.320
Se 2.265 -2.270 5.015
P 2.121 -0.263 4.405
C 0.997 0.733 5.428
C 0.318 0.146 6.487
C -0.543 0.909 7.266
C -0.722 2.254 6.986
C -0.044 2.843 5.925
C 0.815 2.088 5.144
C 3.717 0.591 4.486
C 4.123 1.156 5.690
C 5.382 1.726 5.800
C 6.240 1.729 4.710
C 5.839 1.160 3.509
C 4.580 0.592 3.396
C 1.558 0.031 2.716
C 0.934 -0.724 1.725
N 0.757 0.113 0.678
N 1.267 1.287 0.989
N 1.751 1.268 2.211
P 0.158 -2.322 1.652
Se -1.142 -2.489 -0.073
C -0.850 -2.485 3.134
C -1.673 -1.408 3.456
C -2.451 -1.461 4.601
C -2.421 -2.591 5.408
C -1.617 -3.670 5.071
C -0.823 -3.618 3.937
C 1.407 -3.622 1.565
C 1.002 -4.919 1.251
C 1.944 -5.927 1.132
C 3.293 -5.638 1.302
C 3.697 -4.346 1.594
C 2.756 -3.336 1.730
H 0.465 -0.908 6.688
H -1.072 0.448 8.091
H -1.394 2.848 7.593
H -0.188 3.892 5.703
H 1.334 2.537 4.307
H 3.454 1.152 6.543
H 5.692 2.168 6.738
H 7.222 2.177 4.796
H 6.505 1.166 2.656
H 4.263 0.164 2.453
H -1.710 -0.535 2.814
H -3.080 -0.620 4.860
H -3.026 -2.628 6.305
H -1.592 -4.548 5.704
H -0.164 -4.442 3.698
H -0.047 -5.133 1.080
H 1.627 -6.933 0.892
H 4.029 -6.425 1.200
H 4.747 -4.119 1.725
H 3.072 -2.330 1.965
O -3.206 1.118 0.153
C -3.011 1.412 -0.995
O -1.914 2.062 -1.385
C -4.004 1.129 -2.086
C -4.645 2.177 -2.726
C -5.605 1.938 -3.720
C -5.839 0.628 -4.047
O -6.687 0.138 -5.001
C -6.586 -1.286 -4.927
O -5.588 -1.607 -3.958
C -5.180 -0.418 -3.421
C -4.265 -0.210 -2.424
H -4.422 3.194 -2.431
H -6.135 2.743 -4.208
H -6.284 -1.677 -5.900
H -7.546 -1.701 -4.611
H -3.773 -1.021 -1.903
C -2.827 1.451 -5.946
Si -1.425 2.422 -5.195
C 0.085 2.260 -6.270
C -1.946 4.177 -4.869
Sb -0.843 1.325 -2.935
Si 0.392 -1.995 -2.851
C -0.881 -3.200 -3.499
C 1.014 -1.087 -4.391
C 1.880 -2.881 -2.125
Si 1.218 2.842 -2.292
C 2.669 1.723 -1.918
C 1.819 4.007 -3.637
C 0.591 3.892 -0.895
H -3.013 1.779 -6.973
H -3.739 1.603 -5.367
H -2.614 0.381 -5.965
H -0.216 2.640 -7.252
H 0.403 1.225 -6.397
H 0.929 2.853 -5.930
H -2.360 4.613 -5.783
H -1.119 4.805 -4.539
H -2.722 4.203 -4.102
H -1.689 -2.669 -4.009
H -1.317 -3.827 -2.722
H -0.397 -3.853 -4.232
H 0.174 -0.756 -5.012
H 1.623 -1.765 -4.998
H 1.638 -0.224 -4.141
H 1.995 -2.716 -1.053
H 2.797 -2.546 -2.616
H 1.783 -3.959 -2.278
H 3.302 1.618 -2.803
H 2.363 0.734 -1.576
H 3.262 2.171 -1.118
H 2.229 3.469 -4.492
H 2.637 4.601 -3.217
H 1.057 4.704 -3.987
H 0.195 3.288 -0.082
H -0.187 4.569 -1.254
H 1.421 4.489 -0.506

=====

Entry 2:
Density functional theory data (ωB97M-V with the def2-TZVPD basis set) for 2 unconnected molecules or ions with the total composition C9H14 in a non-equilibrium geometry.

The HOMO energy is -9.02 eV. The calculation puts the HOMO-LUMO gap at 10.01 eV. The charge is 0. The maximum force comes out at 1.5 eV/A. Its structure (SMILES) is Cc1ccccc1.CC. The total energy comes out at -9559.6018 eV.

Geometry (Å):
C -1.289 1.324 -1.839
C -2.007 0.897 -3.107
H -1.936 1.887 -1.167
H -1.066 0.492 -1.164
H -0.270 1.684 -1.975
H -1.293 0.548 -3.855
H -2.574 1.706 -3.564
H -2.613 0.003 -2.943
C -0.046 -2.018 -0.077
C 1.054 0.207 0.407
C 0.454 -0.964 0.864
C 1.607 1.120 1.297
C 0.642 -1.299 2.208
C 1.790 0.767 2.623
C 1.340 -0.473 3.061
H 0.931 0.547 -0.610
H 1.887 2.096 0.920
H 0.624 -2.878 -0.076
H -0.205 -1.683 -1.096
H 0.180 -2.241 2.480
H 2.228 1.479 3.308
H 1.573 -0.768 4.077
H -1.012 -2.431 0.227

=====

Entry 3:
Density functional theory data (ωB97M-V with the def2-TZVPD basis set) for 2 unconnected molecules or ions with the total composition C3H9NP2 in a non-equilibrium geometry.

The HOMO energy (alpha / beta) is -7.16 / -7.16 eV. The calculation puts the HOMO-LUMO gap (alpha / beta) at 8.02 / 8.02 eV. The charge is 0. The maximum force comes out at 4.6 eV/A. The total energy comes out at -23320.9487 eV.

Geometry (Å):
C 1.932 0.820 -0.301
C -0.433 0.151 0.767
C -2.292 -0.603 -0.505
N 0.314 -1.005 0.846
P 0.180 1.410 -0.479
P 1.683 -1.041 -0.123
H 2.461 0.954 -1.286
H 2.577 1.274 0.514
H -0.979 0.380 1.586
H -2.353 0.049 -1.354
H -3.161 -0.610 0.088
H -1.654 -1.488 -0.526
H 0.286 -1.639 1.713
H 0.307 2.456 0.484
H 1.131 -1.108 -1.424